Formula: C5H8N4OS2
Source: OMol25
Level of theory: ωB97M-V/def2-TZVPD

```
20
Properties=species:S:1:pos:R:3:forces:R:3
C 0.844 -0.349 -0.372 0.24 -0.72 -0.30
C 2.128 1.191 0.569 2.09 1.46 2.67
C 2.939 -0.101 1.030 3.38 -0.84 0.20
C -1.444 -0.008 -1.321 0.22 1.65 -0.01
C -0.348 -0.973 -1.078 -0.92 3.97 2.18
N 1.069 0.877 -0.223 -3.59 -1.58 -1.44
N -0.793 -1.988 -0.043 0.99 -2.35 0.12
N -1.719 -2.079 0.611 -1.65 1.54 0.73
N -3.918 0.455 -0.302 -0.26 0.88 1.06
O -1.818 0.873 1.288 -0.67 -0.30 -0.55
S 1.954 -1.502 0.383 0.35 0.38 0.33
S -2.544 0.101 0.273 0.03 -0.61 -0.70
H 1.808 1.612 1.574 -0.09 0.06 -1.36
H 2.494 2.033 -0.070 1.55 -0.61 1.23
H 4.060 -0.244 0.637 -2.48 0.66 0.30
H 3.153 -0.264 2.168 -1.10 0.74 -1.94
H -1.094 1.101 -1.304 -0.56 -2.11 -0.31
H -2.113 -0.308 -2.157 0.41 0.50 0.74
H -0.136 -1.590 -1.849 0.97 -1.71 -2.54
H -4.522 1.165 0.184 1.10 -1.02 -0.43
```
Forces are in eV/Å.

## Properties
**DFT total energy**: -34987.826 eV
**Lowest unoccupied orbital energy (spin up / spin down)**: -0.25 / -0.26 eV
**Gap between HOMO and LUMO (spin up / spin down)**: 7.6 / 7.6 eV



Formula: C46H40N11SSiTa
Source: OMol25
Level of theory: ωB97M-V/def2-TZVPD

```
100
Properties=species:S:1:pos:R:3:forces:R:3
Ta 0.230 0.149 0.202 -0.18 -0.38 0.16
C -2.351 3.820 -0.237 -0.04 -0.03 -0.02
C -2.075 4.381 -1.485 0.01 0.00 0.00
C -1.175 3.745 -2.298 0.00 0.00 -0.03
C -0.553 2.557 -1.884 0.06 -0.03 0.01
N -0.851 1.997 -0.691 0.07 0.07 0.02
C -1.728 2.650 0.105 -0.06 -0.05 0.00
N 0.315 2.011 -2.795 -0.12 -0.01 0.02
C 1.145 1.067 -2.590 -0.08 0.12 -0.01
N 1.508 0.449 -1.380 0.25 0.04 -0.12
C 2.472 -0.534 -1.695 0.00 0.01 -0.09
N 3.156 -1.274 -0.915 0.01 0.01 0.04
C 3.242 -1.038 0.436 -0.03 0.04 0.03
C 4.348 -1.619 1.065 0.00 -0.02 -0.05
C 4.643 -1.314 2.368 0.03 -0.02 0.03
C 3.823 -0.402 3.026 -0.02 0.03 0.02
C 2.724 0.090 2.371 0.02 -0.07 -0.03
N 2.379 -0.239 1.103 0.03 -0.03 -0.05
C 2.654 -0.567 -3.151 -0.02 0.03 0.04
C 3.467 -1.363 -3.938 0.03 -0.03 0.01
C 3.485 -1.089 -5.299 -0.01 0.01 -0.01
C 2.728 -0.045 -5.840 0.00 -0.01 0.01
C 1.922 0.751 -5.038 -0.03 0.01 -0.03
C 1.899 0.457 -3.687 0.02 -0.01 0.05
H -3.046 4.279 0.451 0.00 0.00 0.01
H -2.557 5.296 -1.802 0.00 0.00 0.00
H -0.910 4.119 -3.276 -0.01 0.00 0.00
H -1.921 2.204 1.070 -0.03 0.00 0.01
H 4.960 -2.276 0.465 0.01 0.00 0.01
H 5.502 -1.749 2.860 0.00 0.00 -0.01
H 4.023 -0.078 4.037 0.01 -0.01 0.00
H 2.091 0.781 2.894 -0.01 0.02 0.00
H 4.060 -2.157 -3.506 0.00 0.00 -0.01
H 4.100 -1.688 -5.957 0.00 0.00 0.00
H 2.776 0.142 -6.904 0.00 0.00 0.00
H 1.330 1.559 -5.444 0.01 0.00 0.00
C 2.903 5.237 -1.216 0.01 -0.01 -0.01
C 3.440 3.959 -1.129 0.02 0.00 -0.01
C 2.808 2.989 -0.370 -0.04 0.02 0.03
C 1.648 3.326 0.320 0.10 0.07 0.01
C 1.122 4.611 0.269 0.00 0.06 0.02
C 1.748 5.563 -0.517 -0.02 -0.02 0.02
N 1.006 2.324 1.113 0.05 -0.02 -0.07
N 0.586 2.730 2.205 0.02 0.01 0.03
C -0.002 1.721 3.005 -0.01 -0.05 0.12
C -0.263 2.051 4.319 0.02 0.04 0.01
C -0.682 1.044 5.177 0.00 0.01 0.02
C -0.823 -0.238 4.676 0.02 -0.01 -0.04
C -0.557 -0.477 3.336 0.00 -0.01 0.10
N -0.152 0.488 2.505 -0.10 0.10 -0.23
H 3.393 5.985 -1.824 0.00 0.00 0.00
H 4.355 3.718 -1.652 0.00 0.00 0.00
H 3.223 1.997 -0.281 0.02 -0.02 -0.01
H 0.225 4.844 0.827 0.01 0.01 -0.01
H 1.338 6.562 -0.582 0.00 0.00 0.01
H -0.097 3.069 4.641 -0.01 -0.01 0.02
H -0.876 1.255 6.221 0.00 0.01 0.00
H -1.127 -1.061 5.308 0.00 0.01 0.00
H -0.648 -1.463 2.903 -0.02 -0.01 0.01
S -2.437 -0.488 0.780 -0.06 0.04 -0.12
C -3.445 0.232 1.937 -0.03 0.01 0.05
N -4.700 -0.318 2.043 0.02 -0.01 0.01
C -5.631 0.122 2.908 -0.03 -0.03 -0.04
C -5.333 1.170 3.725 0.01 0.04 0.02
C -4.053 1.717 3.579 0.01 0.00 0.00
N -3.144 1.274 2.730 0.06 0.00 -0.03
H -4.909 -1.093 1.424 0.00 0.00 0.00
H -6.582 -0.392 2.899 0.01 -0.01 0.00
H -6.047 1.557 4.434 0.00 0.00 -0.01
H -3.757 2.565 4.189 0.00 0.00 0.00
N 0.664 -9.606 2.881 0.00 0.01 0.00
C 0.624 -8.501 2.571 -0.01 0.03 -0.02
C 0.572 -7.116 2.184 0.01 0.00 0.01
C 1.272 -6.166 2.925 0.02 -0.02 0.00
C 1.223 -4.837 2.553 0.04 0.00 0.01
C 0.465 -4.443 1.447 0.01 0.03 -0.03
C -0.234 -5.402 0.709 -0.02 -0.02 0.01
C -0.177 -6.734 1.072 -0.03 -0.01 -0.01
C 0.401 -3.066 1.070 0.04 -0.05 0.00
C 0.330 -1.895 0.742 -0.05 0.14 0.09
H 1.853 -6.479 3.782 0.00 0.00 0.00
H 1.780 -4.096 3.113 -0.02 0.01 0.00
H -0.817 -5.096 -0.149 0.01 0.00 0.00
H -0.710 -7.483 0.503 0.00 0.00 0.00
C -3.542 0.667 -2.339 0.00 -0.07 0.01
Si -2.173 -0.532 -2.814 -0.06 0.07 0.06
C -2.944 -2.216 -3.080 -0.06 -0.04 -0.01
C -1.520 0.017 -4.477 0.05 -0.04 -0.03
C -0.865 -0.887 -1.458 -0.05 -0.23 -0.19
H -4.188 0.794 -3.212 0.00 -0.01 0.00
H -3.180 1.656 -2.062 0.02 0.09 0.02
H -4.161 0.291 -1.523 0.02 0.00 0.00
H -3.740 -2.163 -3.826 0.00 -0.02 0.00
H -3.375 -2.616 -2.158 -0.01 0.01 0.00
H -2.204 -2.935 -3.440 0.00 0.00 0.01
H -2.326 -0.170 -5.192 0.03 0.03 -0.02
H -0.657 -0.567 -4.808 -0.02 0.00 0.03
H -1.261 1.073 -4.532 0.01 0.00 0.02
H -0.068 -1.406 -2.015 0.05 0.11 0.02
H -1.383 -1.742 -1.009 0.06 0.05 0.13
```
Forces are in eV/Å.

## Properties
**DFT total energy**: -84994.801 eV
**Lowest unoccupied orbital energy**: -6.85 eV
**Charge**: +2
**Gap between HOMO and LUMO**: 6.2 eV



Formula: C42H42LuN2O2S3Te
Source: OMol25
Level of theory: ωB97M-V/def2-TZVPD

```
93
Properties=species:S:1:pos:R:3:forces:R:3
Lu 2.023 0.735 -2.323 1.20 0.10 0.16
C 3.149 -4.057 3.556 -0.04 -0.03 -0.01
C 3.093 -3.390 2.182 -0.02 0.00 0.04
C 2.015 -4.085 1.339 0.03 -0.01 -0.01
C 4.457 -3.562 1.501 0.05 0.00 -0.01
C 2.755 -1.903 2.273 -0.02 -0.02 0.06
C 2.448 -1.269 3.487 0.05 -0.06 -0.06
C 2.148 0.079 3.558 0.02 0.01 -0.07
C 2.147 0.813 2.380 0.00 -0.07 0.02
S 1.833 2.499 2.123 0.01 -0.05 0.00
C 2.102 2.280 0.424 -0.01 0.10 -0.17
N 2.374 1.052 0.063 -0.04 0.16 -0.04
C 2.432 0.197 1.159 -0.01 -0.01 0.01
C 2.741 -1.156 1.106 -0.05 0.06 0.05
C 2.017 3.392 -0.539 -0.01 -0.06 0.15
C 1.825 4.696 -0.077 0.03 0.07 -0.11
C 1.755 5.732 -0.991 -0.01 0.01 0.01
C 1.862 5.454 -2.350 0.01 -0.02 0.02
C 2.038 4.146 -2.786 -0.01 -0.01 0.07
C 2.133 3.064 -1.901 -0.06 0.04 -0.08
H 3.423 -5.106 3.435 0.01 -0.02 -0.01
H 2.183 -4.029 4.062 -0.03 0.02 0.01
H 3.892 -3.593 4.205 0.04 0.02 0.00
H 2.225 -5.154 1.264 0.01 -0.04 0.01
H 1.984 -3.679 0.328 0.03 -0.01 0.02
H 1.028 -3.960 1.787 -0.05 0.01 0.02
H 4.723 -4.620 1.463 0.00 -0.03 0.00
H 5.236 -3.034 2.053 0.02 0.00 0.03
H 4.459 -3.184 0.479 -0.02 0.03 -0.03
H 2.447 -1.839 4.403 0.01 -0.02 0.05
H 1.922 0.543 4.507 -0.01 0.03 0.06
H 2.979 -1.599 0.148 0.01 -0.01 -0.02
H 1.737 4.917 0.981 0.01 -0.03 0.02
H 1.613 6.749 -0.648 0.00 0.00 -0.01
H 1.802 6.263 -3.067 0.00 0.02 -0.02
H 2.092 3.971 -3.857 0.00 -0.01 0.01
C 5.385 1.846 -2.423 0.04 -0.02 0.02
O 4.437 0.779 -2.605 -0.15 0.12 0.02
C 4.792 -0.512 -2.275 -0.13 -0.17 0.04
S 6.285 -0.896 -1.757 0.04 -0.04 0.02
S 3.421 -1.551 -2.471 0.13 -0.03 -0.06
H 4.846 2.748 -2.704 0.04 -0.02 0.01
H 6.251 1.672 -3.060 -0.04 0.04 0.04
H 5.697 1.885 -1.380 0.00 0.01 -0.07
C -4.973 0.992 5.072 -0.07 0.02 0.06
C -4.096 0.766 3.874 -0.02 0.02 0.02
C -4.191 1.583 2.759 0.05 0.05 -0.09
C -3.368 1.403 1.650 -0.01 0.01 0.09
C -3.522 2.308 0.459 -0.04 0.07 -0.08
C -2.436 0.368 1.669 -0.09 0.00 -0.02
Te -1.037 0.090 0.040 0.25 0.00 0.22
N -0.119 0.380 -2.008 -0.53 -0.20 0.05
C -0.329 0.872 -3.199 -0.12 0.09 -0.09
O 0.705 0.970 -3.996 -0.34 0.02 -0.23
C -1.626 1.386 -3.710 -0.05 -0.01 0.01
C -2.828 1.030 -3.109 -0.02 0.07 -0.11
C -4.024 1.535 -3.592 -0.02 -0.02 0.01
C -4.023 2.402 -4.674 -0.01 0.03 -0.04
C -2.826 2.752 -5.283 0.01 0.00 -0.01
C -1.630 2.239 -4.809 0.01 0.03 0.01
C -2.124 -1.560 -0.692 0.02 -0.07 0.00
C -3.508 -1.569 -0.530 0.00 0.02 -0.01
C -4.264 -2.619 -1.019 0.01 -0.05 -0.03
C -3.632 -3.673 -1.663 -0.06 0.01 0.00
C -2.257 -3.670 -1.804 0.07 0.01 0.02
C -1.472 -2.622 -1.325 -0.07 0.02 0.04
C 0.015 -2.698 -1.506 0.14 -0.03 -0.04
C -2.315 -0.473 2.782 -0.09 0.11 0.00
C -1.325 -1.602 2.841 0.08 -0.12 -0.02
C -3.155 -0.254 3.868 0.04 -0.04 0.00
H -5.873 1.543 4.800 -0.01 0.01 0.00
H -4.451 1.569 5.837 0.02 0.01 0.00
H -5.276 0.049 5.525 0.00 -0.03 0.00
H -4.921 2.385 2.747 -0.04 0.03 0.00
H -4.197 3.132 0.687 -0.03 0.01 -0.02
H -3.931 1.768 -0.398 0.00 0.00 -0.01
H -2.570 2.736 0.136 0.00 -0.02 0.04
H -2.830 0.338 -2.285 0.01 -0.08 0.09
H -4.958 1.245 -3.128 -0.02 -0.01 0.01
H -4.957 2.800 -5.049 -0.02 0.01 -0.01
H -2.825 3.423 -6.131 -0.01 0.02 -0.02
H -0.688 2.493 -5.274 0.01 0.00 -0.01
H -4.001 -0.753 -0.016 0.02 0.01 0.01
H -5.338 -2.615 -0.895 -0.05 0.00 0.01
H -4.208 -4.503 -2.049 -0.04 -0.02 -0.01
H -1.766 -4.505 -2.289 0.01 -0.01 -0.01
H 0.345 -3.738 -1.475 0.00 0.02 -0.03
H 0.558 -2.152 -0.730 -0.05 -0.02 -0.03
H 0.312 -2.277 -2.469 0.00 -0.02 0.02
H -1.482 -2.314 2.027 -0.01 -0.01 -0.02
H -1.423 -2.142 3.782 0.00 -0.02 0.00
H -0.294 -1.248 2.769 0.00 0.03 -0.03
H -3.070 -0.903 4.731 -0.01 -0.03 0.04
```
Forces are in eV/Å.

## Properties
**DFT total energy**: -124733.311 eV
**Lowest unoccupied orbital energy (spin up / spin down)**: -0.11 / -1.48 eV
**2S+1**: 2
**Gap between HOMO and LUMO (spin up / spin down)**: 7.6 / 6.7 eV